# 1
Here is 2 unconnected molecules or ions with the total composition C28H46BClF16N2O8PS at a distorted geometry from OMol25. Energies are from wB97M-V/def2-TZVPD.

2S+1: 1
LUMO level, eV: -3.770
Total charge: +1

Geometry (Å):
Cl1 1.49 2.81 -0.32
S1 9.12 -3.64 1.82
P1 -8.13 3.74 -2.62
F1 10.12 -3.63 3.21
F2 5.68 -4.87 0.68
F3 8.62 -5.23 3.92
F4 5.74 -2.64 1.30
F5 6.44 -3.45 4.16
F6 -1.35 -4.28 1.04
F7 8.01 -6.07 1.88
F8 3.65 -3.77 3.56
F9 8.37 -2.27 2.41
F10 -3.44 -3.19 0.89
F11 3.58 -5.45 1.87
F12 -2.20 -2.95 2.82
F13 10.25 -2.63 1.09
F14 10.07 -4.96 1.28
F15 8.29 -3.65 0.37
F16 5.88 -5.58 3.59
O1 -7.36 5.14 -2.20
O2 -1.51 -1.92 0.79
O3 -8.46 4.15 -4.06
O4 -6.79 2.84 -2.99
O5 -1.19 0.35 -3.95
O6 0.73 -1.13 -4.46
O7 -7.85 3.22 -1.00
O8 2.58 0.66 1.69
N1 3.34 0.01 -2.68
N2 3.03 -0.67 -0.37
C1 -8.90 6.16 -0.61
C2 7.99 -4.85 2.66
C3 -2.45 0.47 -0.96
C4 -1.01 1.14 -0.85
C5 2.76 -1.74 1.87
C6 -0.04 -1.95 0.87
C7 -8.16 6.29 -1.94
C8 0.27 0.18 -0.80
C9 5.95 1.45 3.35
C10 -2.08 -3.08 1.38
C11 -0.09 0.40 1.89
C12 1.49 1.19 -1.27
C13 3.95 1.07 1.75
C14 3.02 -3.17 1.17
C15 2.94 0.49 -1.32
C16 -8.89 2.41 -0.44
C17 6.51 -4.38 3.04
C18 2.28 -0.53 0.92
C19 -5.81 3.22 -5.17
C20 0.03 -1.00 -1.90
C21 0.64 -0.46 0.69
C22 -9.13 1.15 -1.25
C23 3.94 -4.07 2.19
C24 5.54 -3.97 1.82
C25 4.32 1.61 3.25
C26 0.11 -0.14 3.38
C27 -3.62 -0.10 -1.07
C28 -6.62 2.28 -4.28
B1 -0.15 -0.57 -3.44
H1 0.43 -2.73 0.14
H2 3.56 -3.15 0.16
H3 3.24 0.75 -3.40
H4 -7.59 2.04 -4.73
H5 -6.20 4.24 -5.15
H6 3.89 0.82 3.97
H7 1.23 -0.19 3.71
H8 -1.11 1.94 -0.03
H9 -8.20 0.59 -1.38
H10 0.19 1.53 1.84
H11 2.04 -1.96 2.77
H12 -0.45 -1.13 3.58
H13 -9.37 7.11 -0.35
H14 -4.57 -0.70 -1.36
H15 4.23 1.92 1.00
H16 -0.89 1.78 -1.83
H17 -4.78 3.27 -4.82
H18 3.77 -1.53 2.42
H19 -0.93 -1.64 -1.67
H20 1.32 1.61 -2.35
H21 2.79 -0.81 -2.98
H22 -1.25 0.42 1.75
H23 -9.68 5.40 -0.68
H24 -9.81 3.00 -0.37
H25 -6.07 1.34 -4.17
H26 4.06 -0.83 -0.21
H27 0.68 -0.49 -5.21
H28 -8.58 2.15 0.58
H29 -8.86 6.46 -2.76
H30 6.26 0.39 3.74
H31 2.74 -1.50 -0.94
H32 2.06 -3.82 1.02
H33 -0.69 1.09 -4.37
H34 0.88 -1.81 -1.89
H35 3.73 1.28 -1.02
H36 -0.37 0.65 4.10
H37 4.74 0.23 1.54
H38 6.44 2.29 3.98
H39 6.37 1.51 2.27
H40 -9.51 1.38 -2.25
H41 -8.22 5.87 0.19
H42 0.15 -2.41 1.92
H43 -5.81 2.87 -6.20
H44 3.96 2.68 3.44
H45 -7.49 7.15 -1.89
H46 -9.86 0.51 -0.75

These are the Löwdin partial charges, in e, on atoms 1 to 99: 0.6554, 1.0239, 0.7050, -0.1806, 0.0659, 0.0591, 0.0351, 0.0780, 0.0791, 0.0634, 0.0652, -0.1663, 0.0792, 0.0265, 0.0744, -0.1596, -0.1741, -0.1596, 0.0751, -0.2329, -0.0238, -0.2242, -0.2327, 0.0710, 0.0750, -0.2095, -0.1430, 0.0797, 0.1490, -0.0828, -0.2673, -0.0870, -0.1761, -0.0648, -0.1191, -0.3000, -0.2904, -0.1149, -0.3683, -0.1664, -0.4441, -0.2281, -0.0531, -0.3101, -0.3099, -0.1651, -0.3017, -0.0762, -0.0296, -0.1416, -0.0834, -0.2414, -0.1692, -0.1657, -0.0919, 0.1031, -0.3058, -0.4790, 0.1283, 0.1241, 0.1074, 0.1042, 0.0733, 0.1109, 0.0774, 0.1052, 0.0818, 0.1072, 0.1343, 0.0804, 0.0804, 0.0755, 0.1304, 0.1283, 0.0711, 0.1377, 0.1467, 0.1230, 0.0725, 0.1364, 0.0595, 0.1042, 0.1100, 0.1876, 0.1117, 0.1229, 0.1093, 0.0853, 0.1693, 0.1364, 0.1088, 0.1145, 0.1565, 0.1053, 0.1171, 0.0836, 0.0762, 0.0702, 0.0840

# 2
Here is a single C9H7N3O molecule at a distorted geometry from OMol25. Energies are from wB97M-V/def2-TZVPD.

2S+1: 1
LUMO level, eV: -0.950
SMILES string: NC(=O)c1cnc2ccccc2n1
ΔE to the lowest compared entry with this formula, charge and spin, kcal/mol: 86.2

Geometry (Å):
O1 3.37 0.95 0.57
N1 -0.20 1.85 -0.08
N2 3.27 -1.54 -0.37
N3 0.44 -1.02 -0.02
C1 -1.87 -1.52 0.18
C2 -0.79 -0.63 0.01
C3 -3.54 0.26 -0.12
C4 2.80 -0.27 -0.09
C5 1.06 1.54 0.10
C6 -3.19 -1.21 0.40
C7 -2.45 1.15 -0.34
C8 -1.12 0.85 -0.07
C9 1.33 -0.01 -0.10
H1 2.49 -2.05 -1.07
H2 -4.00 -2.04 0.57
H3 -2.94 2.21 -0.64
H4 4.20 -1.91 -0.28
H5 -4.66 0.36 -0.29
H6 1.79 2.25 0.16
H7 -1.75 -2.50 0.57

Which charges does Löwdin predict for the atoms? In e, they are: -0.1802, 0.1073, 0.1356, 0.1535, -0.0829, -0.2414, -0.0367, -0.2634, 0.0140, -0.0448, -0.0771, -0.2110, -0.1270, 0.1955, 0.1286, 0.1572, 0.1015, 0.1018, 0.0769, 0.0925

# 3
Here is a single C4H7F2NO molecule at a distorted geometry from OMol25. Energies are from wB97M-V/def2-TZVPD.

2S+1: 1
LUMO level, eV: 0.847
SMILES string: N[C@@H]1C[C@H](O)C1(F)F
ΔE to the lowest compared entry with this formula, charge and spin, kcal/mol: 20.4

Geometry (Å):
F1 -2.30 -0.28 0.32
F2 -1.35 0.13 -1.66
O1 0.87 -1.53 -1.04
N1 0.81 1.33 -0.58
C1 -0.11 -1.29 -0.10
C2 0.37 -0.43 1.11
C3 -1.11 -0.11 -0.33
C4 -0.15 0.83 0.38
H1 1.44 -0.49 1.37
H2 1.24 -0.73 -1.34
H3 -0.25 -0.61 2.00
H4 1.50 1.87 -0.11
H5 0.35 1.96 -1.22
H6 -0.61 -2.22 0.19
H7 -0.68 1.57 1.02

Which charges does Löwdin predict for the atoms? In e, they are: 0.1027, 0.0890, 0.0266, 0.0749, -0.2740, -0.0593, -0.4541, -0.2892, 0.1258, 0.0535, 0.1240, 0.0839, 0.0882, 0.1559, 0.1521

# 4
Here is a gas-phase ion, C3H8N3 (charge +1) at a distorted geometry from OMol25. Energies are from wB97M-V/def2-TZVPD.

2S+1: 1
LUMO level, eV: -4.328
SMILES string: C[N+]1=NNCC1
Total charge: +1
ΔE to the lowest compared entry with this formula, charge and spin, kcal/mol: 77.8

Geometry (Å):
N1 1.51 -0.09 -0.09
N2 0.35 -0.53 -0.25
N3 1.51 1.07 0.45
C1 -0.69 0.43 0.10
C2 0.16 1.51 0.86
C3 0.08 -1.82 -0.79
H1 -1.19 0.79 -0.96
H2 2.32 1.64 0.48
H3 -0.50 -1.54 -1.67
H4 -1.42 0.08 0.68
H5 -0.01 2.47 0.43
H6 0.98 -2.25 -1.32
H7 0.12 1.39 1.85
H8 -0.49 -2.56 -0.02

Which charges does Löwdin predict for the atoms? In e, they are: 0.1511, -0.1920, 0.0628, -0.0360, -0.0251, -0.0063, 0.2014, 0.1618, 0.0955, 0.0764, 0.1305, 0.1246, 0.0896, 0.1656